85
Properties=species:S:1:pos:R:3 method="wB97M-V/def2-TZVPD" multiplicity=1 homo_lumo_gap_ev=7.0240 de_lowest_kcal_mol=14.8
In -0.433 0.600 -0.745
O -4.959 -1.289 -0.973
C -3.648 -1.385 -0.820
O -2.870 -1.848 -1.582
C -3.240 -0.961 0.588
C -4.129 -1.102 1.618
C -3.859 -0.598 2.869
C -2.496 -0.107 3.145
C -1.680 0.093 1.987
N -1.964 -0.427 0.730
C -0.399 0.836 2.197
O -0.234 1.306 3.315
O 0.370 0.962 1.188
H -5.035 -0.764 -1.795
H -5.034 -1.628 1.327
H -4.546 -0.533 3.700
H -2.100 0.020 4.168
S 1.273 0.729 -3.386
C 1.551 2.080 -2.431
N 1.103 2.309 -1.149
C 1.595 3.409 -0.539
C 1.528 3.867 0.763
C 2.490 4.862 1.171
C 3.577 5.243 0.394
C 3.687 4.798 -0.932
C 2.585 4.042 -1.447
S 2.599 3.280 -2.969
H 0.906 3.453 1.514
H 2.350 5.203 2.213
H 4.408 5.806 0.784
H 4.477 5.057 -1.535
N -2.770 4.085 -8.052
C -2.905 3.060 -7.107
C -1.658 2.718 -6.459
C -1.768 2.157 -5.238
C -2.983 1.525 -4.747
C -4.057 1.581 -5.575
C -4.044 2.400 -6.728
S -2.913 0.491 -3.261
O -4.373 0.299 -2.908
O 0.732 -1.143 -1.172
N -2.202 1.424 -1.916
C -2.906 2.352 -1.250
S -4.115 3.424 -1.934
C -3.824 4.579 -0.684
C -2.930 4.057 0.255
N -2.512 2.760 0.028
H -2.311 4.944 -7.730
H -3.572 4.264 -8.635
H -0.690 3.120 -6.809
H -0.889 2.193 -4.634
H -5.002 1.012 -5.263
H -4.917 2.397 -7.361
H -4.352 5.496 -0.587
H -2.476 4.559 1.083
B 0.373 -2.560 -1.086
C 1.169 -3.174 0.127
N 1.628 -3.746 1.005
H -0.852 -2.824 -0.872
H 1.269 -1.007 -1.994
H 0.755 -3.335 -1.961
Ge 2.058 -4.528 2.715
C 1.804 -3.299 4.223
C 1.384 -1.965 3.937
C 1.046 -1.095 5.025
C 0.915 -1.575 6.312
C 1.317 -2.919 6.599
C 1.843 -3.703 5.577
C 3.928 -4.922 2.425
C 4.933 -4.669 3.337
C 6.238 -5.030 3.021
C 6.524 -5.607 1.743
C 5.514 -5.907 0.863
C 4.149 -5.743 1.277
H 1.044 -5.724 2.784
H 1.326 -1.632 2.911
H 0.879 -0.018 4.824
H 0.560 -1.059 7.210
H 1.067 -3.385 7.548
H 2.266 -4.693 5.835
H 4.591 -4.278 4.306
H 7.060 -4.825 3.640
H 7.594 -5.629 1.541
H 5.780 -6.054 -0.192
H 3.400 -6.161 0.635